# 1
The following is a DFT calculation (the ωB97M-V functional and the def2-TZVPD basis) of C6H10FeO5 as an isolated structure at a distorted geometry.

XYZ file:
```
22
C6H10FeO5 | OMol25 | the ωB97M-V functional and the def2-TZVPD basis
O -3.058 2.514 -0.291
C -2.171 1.720 -0.382
C -2.350 0.228 -0.123
O -1.165 -0.508 -0.147
C -0.499 -0.599 1.090
C 0.771 -1.400 0.945
O 1.655 -0.857 -0.052
C 1.695 -1.592 -1.286
H -2.884 0.120 0.839
H -2.995 -0.163 -0.924
H -1.144 -1.101 1.832
H -0.250 0.401 1.493
H 1.317 -1.389 1.896
H 0.549 -2.440 0.676
H 2.383 -1.070 -1.961
H 2.077 -2.601 -1.093
H 0.691 -1.624 -1.723
O 1.294 2.377 0.923
C 0.851 2.582 -0.237
O 1.551 2.212 -1.212
Fe 2.376 0.895 0.084
H -0.695 2.292 -0.348
```

Output
Charge = +1
Gap between HOMO and LUMO (alpha / beta) = 7.3553 / 7.8933 eV
Energy = -1874.11750 hartree
2S+1 = 6
F_max = 2.65 eV/Å


# 2
The following is a DFT calculation (the ωB97M-V functional and the def2-TZVPD basis) of a 2-piece molecular cluster, C6H10IN overall at a distorted geometry.

XYZ file:
```
18
C6H10IN | OMol25 | the ωB97M-V functional and the def2-TZVPD basis
C -1.285 1.151 -1.182
C -0.203 0.378 -0.993
C 0.805 0.655 -1.899
N 1.608 0.880 -2.678
C 0.066 -0.607 0.159
C 1.510 -0.623 0.667
C -0.392 -2.052 -0.203
H -1.375 1.864 -2.084
H -2.080 1.105 -0.468
H -0.634 -0.274 0.843
H 1.727 -1.299 1.420
H 2.186 -0.704 -0.245
H 1.800 0.260 1.155
H -1.472 -2.271 0.078
H 0.214 -2.726 0.259
H -0.262 -2.421 -1.255
I -1.323 2.547 3.207
H -0.892 4.135 3.218
```

Output
Gap between HOMO and LUMO = 10.1558 eV
Energy above the lowest of the compared OMol25 structures with the same formula, charge and spin = 95.9 kJ/mol
Energy = -586.99788 hartree
F_max = 3.32 eV/Å
Structure (SMILES) = C=C(C#N)C(C)C.I


# 3
The following is a DFT calculation (the ωB97M-V functional and the def2-TZVPD basis) of an isolated ion of composition C6H10IN2 and charge +1 at a distorted geometry.

XYZ file:
```
19
C6H10IN2 | OMol25 | the ωB97M-V functional and the def2-TZVPD basis
C -0.596 -3.030 -0.562
C -0.847 -1.742 -0.254
C 0.089 -0.704 0.264
N -0.244 0.639 -0.326
C 0.915 1.501 -0.025
C -1.514 1.135 0.229
C -2.609 -0.251 0.053
I -4.575 0.187 0.057
N -2.176 -1.389 -0.233
H -1.376 -3.650 -0.758
H 0.360 -3.411 -0.607
H -0.068 -0.694 1.399
H 1.072 -0.971 0.107
H -0.444 0.634 -1.327
H 1.781 0.767 0.100
H 1.117 2.173 -0.804
H 0.794 1.954 1.026
H -1.997 1.906 -0.338
H -1.377 1.446 1.228
```

Output
Charge = +1
Gap between HOMO and LUMO = 9.2820 eV
Energy above the lowest of the compared OMol25 structures with the same formula, charge and spin = 188.4 kJ/mol
Energy = -641.48954 hartree
F_max = 4.24 eV/Å
Structure (SMILES) = C=C1C[N@H+](C)CC(I)=N1


# 4
The following is a DFT calculation (the ωB97M-V functional and the def2-TZVPD basis) of an isolated ion of composition C6H10N and charge +1 at a distorted geometry.

XYZ file:
```
17
C6H10N | OMol25 | the ωB97M-V functional and the def2-TZVPD basis
C 2.512 -0.180 -0.396
N 1.299 -0.019 -0.062
C 0.407 -0.906 0.642
C -0.781 -0.062 0.111
C -1.990 -0.578 -0.541
C -0.642 1.333 0.705
C 0.284 0.964 -0.455
H 3.063 0.457 -1.017
H 3.100 -1.023 -0.033
H 0.693 -0.736 1.740
H 0.511 -2.106 0.516
H -2.526 0.319 -1.107
H -2.479 -0.929 0.343
H -1.879 -1.451 -1.290
H -0.270 1.438 1.750
H -1.489 2.034 0.512
H 0.189 1.445 -1.419
```

Output
Charge = +1
Gap between HOMO and LUMO = 9.6857 eV
Energy above the lowest of the compared OMol25 structures with the same formula, charge and spin = 196.5 kJ/mol
Energy = -289.00814 hartree
F_max = 3.53 eV/Å
Structure (SMILES) = C=[N+]1C[C@@]2(C)C[C@@H]12


# 5
The following is a DFT calculation (the ωB97M-V functional and the def2-TZVPD basis) of a 2-piece molecular cluster, C6H10N overall at a distorted geometry.

XYZ file:
```
17
C6H10N | OMol25 | the ωB97M-V functional and the def2-TZVPD basis
C 1.458 -1.210 0.063
C 2.771 -0.938 -0.274
C 2.567 1.456 -0.070
C 0.581 -0.255 0.453
C 3.304 0.396 -0.285
C -0.601 0.116 1.055
N -2.743 0.104 -0.664
H 1.127 -2.241 -0.033
H 3.443 -1.757 -0.484
H 2.578 2.500 0.126
H 4.360 0.462 -0.544
H -0.925 -0.544 1.865
H -1.459 0.055 0.233
H -0.663 1.162 1.353
H -3.061 1.067 -0.678
H -3.467 -0.477 -0.251
H -2.581 -0.199 -1.617
```

Output
Charge = +1
Gap between HOMO and LUMO (alpha / beta) = 6.7146 / 6.7126 eV
Energy above the lowest of the compared OMol25 structures with the same formula, charge and spin = 492.1 kJ/mol
Energy = -288.89553 hartree
F_max = 3.40 eV/Å


# 6
The following is a DFT calculation (the ωB97M-V functional and the def2-TZVPD basis) of an isolated ion of composition C6H10N and charge +1 at a distorted geometry.

XYZ file:
```
17
C6H10N | OMol25 | the ωB97M-V functional and the def2-TZVPD basis
C -2.243 -0.859 0.308
C -1.158 -0.522 -0.254
C 0.100 -0.666 -1.003
C 1.115 -1.374 -0.140
C 1.032 -0.307 0.983
C -0.067 0.454 -0.016
N 0.022 1.931 -0.237
H -2.667 -0.108 0.983
H -2.828 -1.765 -0.061
H 0.288 -0.347 -1.982
H 2.131 -1.368 -0.639
H 0.861 -2.378 0.177
H 0.528 -0.709 1.852
H 1.865 0.345 1.320
H 0.448 2.206 -1.146
H 0.795 2.124 0.438
H -0.784 2.494 0.013
```

Output
Charge = +1
Gap between HOMO and LUMO = 10.5558 eV
Energy above the lowest of the compared OMol25 structures with the same formula, charge and spin = 252.4 kJ/mol
Energy = -288.98683 hartree
F_max = 4.25 eV/Å
Structure (SMILES) = C=C1[C@@H]2CC[C@]12[NH3+]


# 7
The following is a DFT calculation (the ωB97M-V functional and the def2-TZVPD basis) of an isolated ion of composition C6H10N and charge +1 at a distorted geometry.

XYZ file:
```
17
C6H10N | OMol25 | the ωB97M-V functional and the def2-TZVPD basis
C -1.951 0.442 -0.266
C -0.677 1.255 -0.448
C -0.324 -0.717 0.724
C 0.358 0.476 0.228
C 0.215 -1.749 -0.274
C 1.733 0.735 0.306
N -1.740 -0.586 0.424
H -3.041 0.577 -0.474
H -0.598 1.802 -1.415
H -0.854 2.203 0.068
H -0.305 -0.882 1.890
H -0.470 -1.527 -1.150
H 0.042 -2.733 0.140
H 1.274 -1.617 -0.662
H 2.057 1.573 -0.341
H 2.275 -0.199 -0.076
H 2.004 0.947 1.326
```

Output
Charge = +1
Gap between HOMO and LUMO = 8.4549 eV
Energy above the lowest of the compared OMol25 structures with the same formula, charge and spin = 195.1 kJ/mol
Energy = -289.00866 hartree
F_max = 3.04 eV/Å


# 8
The following is a DFT calculation (the ωB97M-V functional and the def2-TZVPD basis) of an isolated ion of composition C6H10N and charge +1 at a distorted geometry.

XYZ file:
```
17
C6H10N | OMol25 | the ωB97M-V functional and the def2-TZVPD basis
C -1.860 0.618 -0.595
C -0.589 1.166 -0.946
C -1.916 -0.547 0.369
C -0.785 0.443 0.717
C 1.598 1.037 0.268
C 0.692 -1.021 -0.780
N 0.353 0.327 -0.198
H -2.751 1.346 -0.809
H -2.831 -0.677 1.091
H -1.595 -1.523 0.044
H -0.700 0.888 1.668
H 2.047 0.402 1.096
H 1.973 1.237 -0.778
H 1.181 1.930 0.827
H 0.813 -1.890 -0.104
H 0.230 -1.392 -1.694
H 1.727 -0.853 -1.260
```

Output
Charge = +1
Gap between HOMO and LUMO = 10.3883 eV
Energy above the lowest of the compared OMol25 structures with the same formula, charge and spin = 481.2 kJ/mol
Energy = -288.89971 hartree
F_max = 3.57 eV/Å


What did the third record say?
The following is a DFT calculation (the ωB97M-V functional and the def2-TZVPD basis) of an isolated ion of composition C6H10IN2 and charge +1 at a distorted geometry.

XYZ file:
```
19
C6H10IN2 | OMol25 | the ωB97M-V functional and the def2-TZVPD basis
C -0.596 -3.030 -0.562
C -0.847 -1.742 -0.254
C 0.089 -0.704 0.264
N -0.244 0.639 -0.326
C 0.915 1.501 -0.025
C -1.514 1.135 0.229
C -2.609 -0.251 0.053
I -4.575 0.187 0.057
N -2.176 -1.389 -0.233
H -1.376 -3.650 -0.758
H 0.360 -3.411 -0.607
H -0.068 -0.694 1.399
H 1.072 -0.971 0.107
H -0.444 0.634 -1.327
H 1.781 0.767 0.100
H 1.117 2.173 -0.804
H 0.794 1.954 1.026
H -1.997 1.906 -0.338
H -1.377 1.446 1.228
```

Output
Charge = +1
Gap between HOMO and LUMO = 9.2820 eV
Energy above the lowest of the compared OMol25 structures with the same formula, charge and spin = 188.4 kJ/mol
Energy = -641.48954 hartree
F_max = 4.24 eV/Å
Structure (SMILES) = C=C1C[N@H+](C)CC(I)=N1